157
Properties=species:S:1:pos:R:3 method="wB97M-V/def2-TZVPD" smiles="CN(C)P(=O)(N(C)C)N(C)C.CN(C)P(=O)(N(C)C)N(C)C.CN(C)P(=O)(N(C)C)N(C)C.CN(C)P(=O)(N(C)C)N(C)C.CN(C)P(=O)(N(C)C)N(C)C.O=C1CCCO1" orbital_gap_ha=0.317
C 7.877 -2.707 -4.178
N 6.746 -3.554 -3.738
C 6.581 -3.491 -2.278
P 5.346 -3.445 -4.633
O 4.810 -2.104 -4.622
N 5.721 -3.911 -6.181
C 4.994 -3.451 -7.335
C 6.689 -5.049 -6.501
N 4.157 -4.593 -3.948
C 4.629 -6.013 -3.753
C 2.846 -4.571 -4.634
H 8.015 -2.765 -5.257
H 8.820 -2.950 -3.688
H 7.718 -1.653 -3.951
H 7.579 -3.300 -1.884
H 6.257 -4.444 -1.859
H 5.841 -2.725 -2.048
H 4.050 -3.066 -6.949
H 5.446 -2.578 -7.806
H 4.837 -4.267 -8.040
H 7.487 -4.688 -7.149
H 7.010 -5.589 -5.610
H 6.067 -5.773 -7.028
H 3.935 -6.687 -4.256
H 5.664 -6.290 -3.952
H 4.674 -6.120 -2.670
H 2.332 -3.624 -4.473
H 2.178 -5.356 -4.280
H 2.982 -4.792 -5.693
C 2.423 6.300 0.877
N 2.975 5.463 1.959
C 2.087 5.398 3.236
P 4.668 5.372 2.273
O 5.013 4.273 3.155
N 5.535 5.429 0.767
C 5.115 4.426 -0.258
C 6.996 5.632 0.729
N 5.111 6.892 3.020
C 5.147 8.147 2.283
C 5.871 6.897 4.345
H 2.316 5.746 -0.056
H 2.832 7.291 0.682
H 1.404 6.658 1.023
H 1.985 6.424 3.587
H 2.506 4.810 4.052
H 1.160 4.916 2.926
H 4.829 3.484 0.211
H 4.400 4.852 -0.962
H 5.903 3.969 -0.857
H 7.574 4.719 0.868
H 7.351 6.141 -0.168
H 7.224 6.327 1.537
H 5.185 7.939 1.214
H 4.222 8.689 2.480
H 5.961 8.824 2.542
H 6.884 6.502 4.268
H 5.256 6.497 5.151
H 5.971 7.911 4.731
C 4.176 -3.240 9.328
N 2.931 -3.881 8.833
C 2.041 -4.212 10.011
P 2.508 -3.894 7.176
O 2.183 -2.578 6.553
N 3.902 -4.665 6.661
C 4.166 -4.383 5.307
C 4.413 -5.846 7.287
N 1.284 -5.055 6.955
C 1.334 -6.466 7.279
C -0.053 -4.691 6.389
H 4.792 -4.077 9.657
H 4.017 -2.523 10.133
H 4.765 -2.771 8.540
H 2.590 -4.779 10.762
H 1.268 -4.892 9.654
H 1.572 -3.326 10.439
H 5.238 -4.435 5.120
H 3.616 -5.085 4.680
H 3.856 -3.351 5.140
H 4.574 -5.802 8.364
H 3.878 -6.742 6.971
H 5.419 -5.957 6.881
H 1.596 -7.231 6.548
H 1.926 -6.588 8.185
H 0.394 -6.765 7.743
H -0.894 -4.947 7.034
H -0.144 -5.252 5.459
H -0.102 -3.637 6.117
C -10.072 -2.375 4.934
N -9.833 -1.335 3.852
C -9.283 -2.001 2.652
P -9.707 0.336 4.373
O -10.745 0.619 5.380
N -8.115 0.910 4.850
C -7.960 2.175 5.619
C -6.904 0.539 4.128
N -10.040 1.217 2.893
C -9.416 2.488 2.640
C -11.324 1.066 2.247
H -9.485 -3.256 4.673
H -11.082 -2.769 4.825
H -9.933 -1.906 5.909
H -8.552 -2.794 2.815
H -8.717 -1.292 2.048
H -10.107 -2.518 2.160
H -7.788 1.991 6.679
H -7.092 2.731 5.264
H -8.896 2.670 5.362
H -6.957 -0.331 3.474
H -6.790 1.413 3.487
H -6.057 0.542 4.813
H -8.348 2.352 2.808
H -9.621 2.739 1.599
H -9.821 3.242 3.315
H -11.895 1.915 2.622
H -11.755 0.123 2.585
H -11.284 1.045 1.158
C -5.294 2.830 -6.192
N -4.286 3.393 -7.051
C -3.180 4.092 -6.402
P -4.071 2.583 -8.494
O -5.134 1.565 -8.743
N -4.076 3.907 -9.683
C -4.762 3.589 -11.019
C -3.540 5.249 -9.612
N -2.443 2.029 -8.541
C -1.811 1.750 -9.775
C -1.985 1.111 -7.464
H -5.112 2.814 -5.117
H -5.462 1.774 -6.403
H -6.257 3.303 -6.385
H -2.486 3.354 -5.999
H -3.544 4.754 -5.616
H -2.614 4.642 -7.154
H -5.045 4.479 -11.581
H -4.093 3.015 -11.660
H -5.687 3.036 -10.853
H -4.126 5.870 -8.934
H -2.515 5.178 -9.248
H -3.467 5.701 -10.601
H -0.843 1.248 -9.766
H -2.415 1.197 -10.495
H -1.680 2.753 -10.181
H -2.241 0.080 -7.708
H -2.331 1.379 -6.466
H -0.912 1.185 -7.286
O -2.642 -2.314 0.528
C -1.624 -1.795 0.121
C -0.265 -2.442 0.103
C 0.721 -1.328 -0.082
C -0.254 -0.203 -0.544
O -1.517 -0.522 -0.108
H -0.068 -2.906 1.069
H -0.360 -3.170 -0.703
H 1.209 -1.087 0.863
H 1.517 -1.606 -0.773
H 0.068 0.690 -0.008
H -0.232 -0.022 -1.619


170
Properties=species:S:1:pos:R:3 method="wB97M-V/def2-TZVPD" charge=+1 spin_multiplicity=2 orbital_gap_ha="0.274 / 0.111"
O 3.162 -8.804 -4.193
P 3.551 -7.687 -3.260
N 3.211 -8.007 -1.622
C 2.083 -8.909 -1.463
C 3.976 -7.828 -0.407
N 2.506 -6.343 -3.554
C 2.113 -5.966 -4.918
C 2.386 -5.160 -2.683
N 5.211 -7.121 -3.339
C 6.291 -8.113 -3.634
C 5.657 -5.682 -3.393
H 1.160 -8.442 -1.807
H 2.025 -9.078 -0.388
H 2.419 -9.852 -1.895
H 5.013 -7.508 -0.502
H 4.021 -8.633 0.326
H 3.590 -6.942 0.098
H 2.898 -5.289 -5.255
H 1.938 -6.783 -5.617
H 1.192 -5.384 -4.868
H 2.243 -4.211 -3.199
H 1.473 -5.316 -2.108
H 3.324 -5.032 -2.143
H 7.221 -7.837 -3.137
H 6.176 -9.077 -3.138
H 6.392 -8.191 -4.717
H 6.716 -5.526 -3.601
H 5.678 -5.211 -2.411
H 4.990 -5.212 -4.116
O -4.037 8.485 -0.300
P -5.179 7.520 -0.524
N -5.544 7.118 -2.084
C -4.506 6.984 -3.082
C -6.846 6.659 -2.540
N -6.692 7.981 0.202
C -7.547 9.009 -0.376
C -6.792 7.922 1.654
N -4.832 5.857 0.071
C -5.696 4.712 0.017
C -3.441 5.494 0.160
H -3.649 7.613 -2.839
H -4.916 7.301 -4.040
H -4.154 5.966 -3.251
H -6.799 5.850 -3.269
H -7.321 7.450 -3.120
H -7.389 6.192 -1.718
H -7.267 9.184 -1.414
H -8.572 8.647 -0.290
H -7.356 9.910 0.208
H -6.495 8.870 2.103
H -7.738 7.720 2.155
H -6.148 7.205 2.163
H -6.747 4.989 0.109
H -5.704 4.185 -0.937
H -5.409 4.203 0.937
H -2.953 6.467 0.216
H -3.162 4.875 -0.694
H -3.350 4.854 1.038
O -4.437 -0.186 5.699
P -3.165 -0.187 4.895
N -2.415 1.369 4.472
C -1.798 1.674 3.101
C -2.306 2.461 5.420
N -3.556 -0.869 3.309
C -4.771 -0.452 2.615
C -2.494 -1.630 2.560
N -1.935 -1.316 5.376
C -0.550 -0.910 5.517
C -2.300 -2.469 6.254
H -1.840 0.840 2.400
H -0.743 1.945 3.102
H -2.392 2.445 2.609
H -3.345 2.727 5.618
H -1.899 3.323 4.892
H -1.733 2.254 6.324
H -4.402 0.350 1.976
H -5.244 -1.190 1.967
H -5.414 0.018 3.359
H -1.591 -1.696 3.167
H -3.032 -2.573 2.464
H -2.321 -1.152 1.596
H 0.124 -1.751 5.354
H -0.449 -0.156 4.736
H -0.487 -0.529 6.536
H -1.377 -2.975 6.537
H -2.898 -3.206 5.717
H -2.747 -2.011 7.137
O 3.440 -0.604 0.546
P 4.279 -0.252 1.702
N 5.117 1.259 1.487
C 5.350 1.557 0.055
C 5.947 1.923 2.488
N 5.450 -1.504 1.964
C 6.251 -1.508 3.188
C 5.554 -2.598 1.001
N 3.490 -0.011 3.210
C 2.680 1.247 3.398
C 2.906 -1.057 4.001
H 5.696 2.584 -0.059
H 4.437 1.320 -0.491
H 5.998 0.740 -0.261
H 6.980 1.881 2.142
H 5.818 1.444 3.458
H 5.794 3.001 2.545
H 5.760 -1.042 4.042
H 6.422 -2.534 3.515
H 7.170 -0.925 3.133
H 6.403 -3.281 1.050
H 4.638 -3.182 1.090
H 5.503 -2.159 0.005
H 2.818 2.023 2.646
H 1.628 1.015 3.231
H 2.788 1.920 4.249
H 1.829 -0.999 3.842
H 3.072 -0.755 5.035
H 3.275 -2.020 3.650
C -3.927 -1.462 -4.269
N -4.826 -0.326 -4.178
O -6.018 -0.562 -4.029
O -4.450 0.858 -4.402
H -3.660 -1.639 -3.227
H -3.129 -1.273 -4.986
H -4.494 -2.297 -4.681
C 1.521 3.141 0.256
N 0.790 4.043 -0.664
O -0.243 4.446 -0.204
O 1.097 4.294 -1.810
H 1.432 3.464 1.294
H 2.597 3.187 0.083
H 1.223 2.114 0.044
C 4.550 5.331 -2.411
N 4.564 4.007 -2.952
O 5.182 3.146 -2.362
O 4.027 3.778 -3.971
H 4.704 5.226 -1.337
H 3.561 5.694 -2.690
H 5.311 5.929 -2.912
C -3.314 -3.331 -0.578
N -4.132 -4.298 0.202
O -5.367 -4.070 0.302
O -3.569 -5.287 0.570
H -2.356 -3.846 -0.642
H -3.326 -2.393 -0.023
H -3.662 -3.295 -1.610
C 3.256 0.440 -3.367
C 1.732 0.404 -3.215
O 1.601 0.071 -1.891
P 0.162 -0.624 -1.560
O -0.566 -1.407 -2.593
O -0.702 0.655 -0.879
C -2.108 0.790 -1.338
C -2.784 2.176 -0.998
O 0.456 -1.449 -0.172
C 1.415 -2.491 -0.183
C 0.700 -3.810 0.200
H 3.581 -0.578 -3.583
H 3.521 1.102 -4.191
H 3.838 0.774 -2.508
H 1.238 1.359 -3.388
H 1.275 -0.306 -3.904
H -2.330 0.509 -2.368
H -2.665 0.058 -0.754
H -2.040 2.862 -1.404
H -3.811 2.369 -1.307
H -2.704 2.429 0.059
H 1.995 -2.652 -1.091
H 2.085 -2.558 0.675
H 0.086 -3.668 1.089
H -0.036 -4.069 -0.560
H 1.368 -4.672 0.228